[1]
# C5H6O

The molecule C5H6O (ωB97M-V/def2-TZVPD, the OMol25 dataset).

Summary:
DFT total energy ... -7324.5408 eV
Net charge ... 0
Frontier orbital gap ... 8.2 eV

Atoms and positions in Å:
C 0.643 1.182 0.222
C 0.912 -0.962 -0.882
C 0.060 -1.579 0.219
C -1.000 -0.790 0.400
C -0.586 0.397 -0.460
O 0.029 -0.248 -1.595
H 1.454 0.663 0.785
H 0.135 1.793 0.949
H 1.165 1.793 -0.527
H 0.373 -2.509 0.671
H -1.901 -0.904 1.005
H -1.284 1.163 -0.786


[2]
# C6H7Br

The molecule C6H7Br (ωB97M-V/def2-TZVPD, the OMol25 dataset).

Summary:
Structure (SMILES) ... C=C=CC/C=C/Br
DFT total energy ... -76375.4977 eV
Net charge ... 0
Frontier orbital gap ... 10.1 eV

Atoms and positions in Å:
C -1.470 2.178 0.109
C -1.321 0.930 -0.193
C -1.182 -0.321 -0.508
C -0.288 -1.286 0.242
C 1.031 -0.628 0.503
C 2.071 -0.738 -0.300
Br 3.694 0.198 0.004
H -2.237 2.507 0.793
H -0.841 2.946 -0.308
H -1.718 -0.715 -1.360
H -0.159 -2.196 -0.347
H -0.762 -1.552 1.192
H 1.080 0.024 1.364
H 2.101 -1.347 -1.190


[3]
# C8H11N3

The molecule C8H11N3 (ωB97M-V/def2-TZVPD, the OMol25 dataset).

Summary:
DFT total energy ... -12939.9041 eV
Net charge ... 0
Frontier orbital gap (alpha / beta) ... 7.4 / 7.0 eV

Atoms and positions in Å:
C 2.777 -0.515 -0.255
C -1.576 -0.369 -0.644
C -0.848 -1.314 0.002
C -0.931 0.912 -0.767
C 0.295 -0.976 0.750
C 0.840 0.404 0.751
C -1.304 -2.776 0.213
C 0.269 2.802 0.185
N 3.867 -0.910 -0.422
N 1.663 0.099 -0.298
N -0.211 1.392 0.398
H -2.472 -0.599 -1.290
H -0.092 0.818 -1.531
H -1.674 1.746 -1.080
H 0.917 -1.798 0.886
H 1.301 0.830 1.729
H -2.337 -2.740 0.248
H -0.858 -3.162 1.152
H -0.734 -3.383 -0.501
H 1.246 2.935 0.781
H 0.359 3.134 -0.902
H -0.496 3.469 0.596


[4]
# C16H28N4O3

A cluster of 2 separate species, C16H28N4O3 in total (ωB97M-V/def2-TZVPD, the OMol25 dataset).

Summary:
DFT total energy ... -29136.6516 eV
Net charge ... 0
Frontier orbital gap ... 7.8 eV

Atoms and positions in Å:
C 6.508 2.093 -0.059
C 5.034 2.592 0.141
C 4.118 1.474 0.878
C 3.926 0.359 -0.042
N 3.070 -0.494 0.449
C 1.734 -0.263 0.463
C 0.849 -1.055 1.233
C -0.573 -1.219 0.889
N -1.128 -0.305 0.172
C -2.619 -0.094 -0.090
C -2.921 -0.680 -1.352
H -2.172 -0.121 -2.162
H -2.687 -1.505 -1.832
C -4.438 -0.263 -1.744
N -4.663 1.117 -1.693
C -5.938 1.531 -0.882
H -6.090 2.690 -0.946
H -5.929 1.107 0.075
C -7.345 0.771 -1.725
H -8.120 1.147 -0.988
H -7.104 -0.253 -1.858
H -7.289 1.309 -2.481
C -4.283 2.042 -2.499
C -4.986 2.165 -3.758
H -5.111 0.825 -4.435
H -4.527 2.686 -4.686
H -5.948 2.704 -3.937
H -4.358 2.963 -2.123
H -3.133 1.958 -2.710
H -5.049 -0.737 -1.122
H -4.627 -0.654 -2.830
H -2.868 0.845 -0.001
H -3.177 -0.795 0.678
H -1.177 -1.746 1.427
C 1.297 -2.229 2.005
O 0.460 -3.204 2.768
N 2.634 -2.424 1.994
C 3.496 -1.372 1.735
O 4.737 -1.670 1.733
H 3.076 -3.092 2.927
O 1.208 0.697 -0.247
H -0.470 0.464 -0.005
H 3.600 0.714 -0.888
H 4.945 -0.112 -0.233
H 4.878 1.086 1.812
H 3.219 2.086 1.094
H 4.637 3.009 -0.780
H 5.172 3.601 0.754
H 7.001 1.510 0.749
H 7.299 2.796 -0.383
H 6.507 1.182 -0.875


[5]
# H14NO5

A cluster of 6 separate species, H14NO5 in total (ωB97M-V/def2-TZVPD, the OMol25 dataset).

Summary:
DFT total energy ... -11950.4222 eV
Net charge ... +1
Frontier orbital gap ... 12.5 eV

Atoms and positions in Å:
N -0.773 0.017 -0.054
H -0.697 -0.840 0.516
H -1.215 -0.175 -0.968
H -1.365 0.667 0.485
H 0.173 0.414 -0.219
H 4.748 0.620 0.921
H 4.623 -0.694 0.150
O 4.131 0.097 0.394
H -0.946 -3.253 1.372
H -0.351 -2.373 2.484
O -0.685 -2.350 1.581
H -1.716 0.140 -3.421
H -2.398 -1.149 -2.963
O -1.826 -0.437 -2.656
H 2.003 1.497 -1.482
H 2.550 0.651 -0.285
O 1.740 0.967 -0.725
H -2.231 2.728 1.677
H -3.327 1.658 1.761
O -2.435 1.815 1.434


[6]
# C4H8OS

A cluster of 2 separate species, C4H8OS in total (ωB97M-V/def2-TZVPD, the OMol25 dataset).

Summary:
DFT total energy ... -17156.7934 eV
Net charge ... 0
Frontier orbital gap ... 8.5 eV

Atoms and positions in Å:
C 0.646 1.853 -0.609
C 1.249 1.420 0.478
C 0.002 -1.935 -0.249
C -0.727 -0.851 0.347
O -2.485 0.942 0.469
S -2.108 -0.251 -0.324
H -0.334 2.483 -0.585
H 1.132 1.910 -1.653
H 0.693 1.476 1.488
H 1.065 -1.989 -0.218
H -0.313 -2.336 -1.308
H -0.373 -2.867 0.388
H -0.720 -0.674 1.385
H 2.274 0.818 0.391


What is the net charge in the fifth record?
+1


DFT total energy of number 3 (C8H11N3)?
-12939.9041 eV


Which value of net charge does entry 4 give?
0